Below is a cluster of 2 separate species, C4H7N4O2 in total in a non-equilibrium geometry, with properties calculated with wB97M-V/def2-TZVPD.

Positions of all 17 atoms, in Å:
C -2.59024 0.96740 0.07054
C -2.36285 -1.15989 0.04071
C -1.23972 0.71181 -0.07262
C 2.30910 -0.94500 0.00761
N -1.13591 -0.66085 -0.08533
N 1.35114 -1.69900 -0.12614
N 3.03040 -0.09993 0.45545
N -0.18322 1.52114 -0.17943
O -3.23513 -0.21220 0.13439
O 3.74737 0.90858 -0.10427
H -3.15082 1.87478 0.14616
H -2.64689 -2.19385 0.06377
H 1.48066 -2.68540 -0.29611
H 0.74217 1.15137 -0.31027
H -0.20404 -1.17045 -0.12446
H -0.31224 2.51626 -0.18089
H 4.40022 1.17521 0.56091

Values from the calculation:
**2S+1**: 3
**E_tot**: -14303.885 eV
**Net charge**: +1
**Orbital gap (spin up / spin down)**: 6.396 / 7.569 eV
**Relative energy (zero: lowest compared OMol25 entry of this formula, charge and spin)**: 0.0 kJ/mol